Entry from the Open Molecules 2025 dataset: a structure of composition C30H26CeF5N8O7S in a non-equilibrium geometry (ωB97M-V/def2-TZVPD).

Properties
energy relative to the best compared isomer or geometry (same formula, charge and spin) = 0.0 kJ/mol
max |F| = 1.95 eV/A
HOMO energy (alpha / beta) = -10.00 / -10.00 eV
total charge = +1
orbital gap (alpha / beta) = 5.4 / 5.4 eV

Geometry as XYZ:
```
78
Properties=species:S:1:pos:R:3:mulliken_charge:R:1
Ce -0.2234 0.2361 0.0717 0.272
C 3.6823 -0.8238 -0.8802 -1.249
C 3.3080 -0.4522 0.5072 0.018
N 2.0855 -0.1788 0.9272 0.662
C 2.1683 0.0978 2.2740 0.180
C 3.4689 -0.0052 2.6723 0.409
N 4.1617 -0.3575 1.5418 -0.045
C 4.2407 0.1907 3.9335 0.460
O 3.5823 0.6493 4.9769 -0.554
O 5.4188 -0.0604 3.9307 -0.594
C 0.9406 0.4546 3.0283 0.326
O 1.0326 0.8624 4.1817 -0.861
O -0.1678 0.3430 2.3654 -0.181
H 2.8453 -0.6202 -1.5461 0.079
H 3.9284 -1.8854 -0.9401 0.317
H 4.5451 -0.2517 -1.2193 0.460
H 5.1626 -0.5016 1.5479 0.264
H 2.6082 0.7545 4.7769 0.407
C -5.5361 -6.0557 -0.7153 -0.654
O -4.4032 -6.9036 -0.7220 -0.438
C -3.3927 -6.6071 -1.5757 0.829
C -3.3514 -5.4743 -2.3850 -0.287
C -2.2616 -5.2634 -3.2202 -0.535
C -1.2252 -6.1845 -3.2724 -0.129
C -1.2994 -7.3411 -2.4959 -0.236
C -2.3549 -7.5402 -1.6354 -0.719
N -0.1473 -6.1279 -4.2137 -0.395
N 0.4156 -5.0789 -4.5476 -0.494
C 0.2947 -3.8407 -3.8445 -0.282
C 0.1267 -2.7209 -4.6204 -0.331
C -0.0225 -1.4392 -4.0628 -1.114
C 0.0481 -1.2553 -2.7030 0.831
O -0.0786 -0.0695 -2.1069 -0.195
C 0.2965 -2.3943 -1.8852 0.597
N 0.4110 -2.1555 -0.5470 0.330
C 0.7113 -3.1493 0.2596 -0.265
C 0.9867 -4.4400 -0.2077 -1.558
C 0.8710 -4.6984 -1.5475 -0.580
C 0.4554 -3.6815 -2.4342 0.491
H -6.2494 -6.5073 -0.0321 0.263
H -5.9847 -5.9825 -1.7085 0.363
H -5.2776 -5.0535 -0.3590 0.130
H -4.1605 -4.7589 -2.3885 0.472
H -2.2462 -4.3933 -3.8630 0.462
H -0.5071 -8.0746 -2.5756 0.481
H -2.4225 -8.4269 -1.0204 0.469
H 0.0718 -2.8540 -5.6933 0.474
H -0.1890 -0.5780 -4.6957 0.547
H 0.7612 -2.9194 1.3189 0.619
H 1.3000 -5.2075 0.4850 0.474
H 1.1148 -5.6780 -1.9294 0.679
S 1.5585 2.3912 -1.2041 -0.393
C 0.9580 3.2661 0.0955 -0.012
N 0.3736 4.4896 -0.1006 0.130
C -0.1775 5.2095 0.8932 -0.158
C -0.1067 4.7398 2.1687 -0.918
C 0.5324 3.5032 2.3464 0.038
N 1.0338 2.7875 1.3572 -0.070
H 0.3188 4.8065 -1.0611 0.320
H -0.6552 6.1382 0.6156 0.424
H -0.5292 5.2841 2.9973 0.468
H 0.6325 3.0791 3.3398 0.457
F -1.6270 2.0170 0.6445 -0.260
C -1.8671 2.0044 -0.8424 -0.140
F -2.4583 0.7218 -0.9514 -0.244
C -3.0337 2.9772 -1.0143 0.871
F -3.8886 2.9781 0.0243 -0.246
F -2.5571 4.2312 -1.1300 -0.239
F -3.7148 2.6759 -2.1136 -0.239
C -3.6777 -2.6522 1.5851 -1.169
C -3.0104 -1.3170 1.4771 0.678
N -3.5929 -0.2669 2.0403 -0.280
O -1.9286 -1.2107 0.8678 0.030
H -4.7364 -2.5677 1.8192 0.486
H -3.1835 -3.2238 2.3721 0.324
H -3.5423 -3.1850 0.6459 0.121
H -4.4605 -0.3542 2.5411 0.260
H -3.1391 0.6355 2.0148 0.094
```